1.
The following is a quantum chemistry calculation of a 2-piece molecular cluster, C2H2Br2 overall in a non-equilibrium geometry, from OMol25.

Molar mass: 185.85 Da
Calculated total energy: -142188.517 eV
E_HOMO: -10.028 eV
SMILES string: C#CBr.Br
Kohn-Sham gap: 0.379 Ha
LUMO energy: 0.288 eV

Last column: Mulliken charge in e.
Geometry (Å):
C: 0.848 1.435 0.146  0.009
C: -0.340 1.204 0.269  -0.362
Br: -2.108 0.935 0.527  0.012
Br: 0.658 -2.448 -0.114  -0.211
H: -0.830 -2.344 -0.522  0.204
H: 1.772 1.217 -0.306  0.347

---

2.
The following is a quantum chemistry calculation of a 2-piece molecular cluster, C2H2Br2F2O2 overall in a non-equilibrium geometry, from OMol25.

Molar mass: 255.84 Da
Calculated total energy: -151721.101 eV
E_HOMO: -10.958 eV
SMILES string: O=C(Br)OC(F)F.Br
Kohn-Sham gap: 0.424 Ha
LUMO energy: 0.587 eV

Last column: Mulliken charge in e.
Geometry (Å):
C: 1.300 1.314 0.209  0.407
C: 0.684 -0.968 -0.139  0.558
O: 0.079 -0.989 -1.133  -0.368
O: 1.290 -0.007 0.600  -0.277
F: 0.203 1.900 0.505  -0.217
F: 2.308 1.875 0.878  -0.246
Br: -4.204 -0.524 0.104  -0.200
Br: 1.140 -2.570 0.715  -0.114
H: 1.635 1.391 -0.813  0.262
H: -4.435 -1.420 -0.927  0.195

---

3.
The following is a quantum chemistry calculation of C2H2Br2I2 as an isolated structure in a non-equilibrium geometry, from OMol25.

Molar mass: 439.65 Da
Calculated total energy: -158389.891 eV
E_HOMO: -9.161 eV
Kohn-Sham gap: 0.331 Ha
LUMO energy: -0.166 eV

Last column: Mulliken charge in e.
Geometry (Å):
C: -0.916 0.509 0.526  -0.548
C: 0.723 -0.725 -0.161  -0.654
Br: -0.050 1.604 1.813  -0.030
Br: 2.081 0.578 -0.231  -0.022
I: -1.687 1.547 -1.102  0.201
I: 0.325 -1.649 -2.004  0.159
H: -1.573 -0.318 0.683  0.494
H: 1.096 -1.545 0.477  0.400